[1]
Here is the molecule C4H6O from the Open Molecules 2025 dataset. Energies are from the ωB97M-V functional and the def2-TZVPD basis.

The charge is 0. Its SMILES is C#CCOC. Its total energy is -231.1519 hartree. Its energy relative to the best compared isomer or geometry (same formula, charge and spin) is 188.6 kJ/mol. Its HOMO energy is -9.90 eV. Its gap between HOMO and LUMO is 10.905 eV.

```
11
Properties=species:S:1:pos:R:3:forces:R:3:mulliken_charge:R:1
C -1.891 0.226 0.251 -0.27 -0.08 0.12 -0.66
O -0.610 0.589 -0.201 0.14 0.04 0.01 -0.30
C 0.366 -0.391 0.069 0.08 -0.12 -0.20 -0.39
C 1.658 0.029 -0.469 0.62 0.11 -0.12 -0.58
C 2.786 0.358 -0.723 -0.41 -0.14 0.24 0.16
H -2.251 -0.698 -0.230 0.12 0.13 0.06 0.28
H -2.572 1.041 -0.009 0.17 -0.15 0.05 0.24
H -1.908 0.082 1.341 0.00 0.01 -0.12 0.27
H 0.570 -0.522 1.140 -0.48 0.02 0.16 0.26
H 0.051 -1.370 -0.332 0.15 0.19 0.00 0.29
H 3.802 0.657 -0.837 -0.11 -0.01 -0.22 0.42
```
Positions in Å, forces in eV/Å.

=====

[2]
Here is the molecule C4H6O from the Open Molecules 2025 dataset. Energies are from the ωB97M-V functional and the def2-TZVPD basis.

The charge is 0. Its SMILES is C#CCCO. Its total energy is -231.1758 hartree. Its energy relative to the best compared isomer or geometry (same formula, charge and spin) is 125.8 kJ/mol. Its HOMO energy is -10.10 eV. Its gap between HOMO and LUMO is 11.084 eV.

```
11
Properties=species:S:1:pos:R:3:forces:R:3:mulliken_charge:R:1
O 0.749 -0.022 -1.798 -0.01 0.20 0.12 -0.52
C -0.375 -0.485 -1.075 -0.22 -0.09 0.13 -0.49
C -0.037 -0.775 0.399 0.12 0.14 -0.12 -0.46
C 0.135 0.471 1.170 -0.16 0.35 0.31 -0.45
C 0.162 1.504 1.793 0.09 -0.47 -0.38 0.05
H 1.031 0.819 -1.412 -0.06 -0.15 -0.07 0.32
H -1.209 0.234 -1.120 0.18 -0.16 -0.03 0.30
H -0.699 -1.410 -1.568 0.13 0.19 0.13 0.31
H -0.839 -1.364 0.857 0.06 0.08 -0.05 0.29
H 0.877 -1.382 0.423 -0.15 0.14 0.08 0.24
H 0.195 2.421 2.344 0.02 -0.25 -0.13 0.40
```
Positions in Å, forces in eV/Å.

=====

[3]
Here is the molecule C4H6O from the Open Molecules 2025 dataset. Energies are from the ωB97M-V functional and the def2-TZVPD basis.

The charge is 0. Its SMILES is OC=C1CC1. Its total energy is -231.1184 hartree. Its energy relative to the best compared isomer or geometry (same formula, charge and spin) is 276.6 kJ/mol. Its HOMO energy is -9.03 eV. Its gap between HOMO and LUMO is 10.024 eV.

```
11
Properties=species:S:1:pos:R:3:forces:R:3:mulliken_charge:R:1
O 1.405 1.200 0.470 1.22 1.31 1.03 -0.52
C -0.023 -0.192 -0.946 -0.24 -0.24 0.26 -0.58
C -1.032 -1.050 -0.313 -0.74 -0.72 -0.24 -0.24
C -0.257 -0.321 0.666 1.12 1.08 -2.10 0.12
C 0.558 0.474 1.304 0.24 0.10 -0.19 -0.36
H 0.884 1.926 0.115 0.13 0.07 -0.12 0.32
H -0.319 0.704 -1.509 -0.14 -0.30 0.69 0.24
H 0.902 -0.614 -1.349 -0.37 -0.06 0.50 0.22
H -2.050 -0.707 -0.413 -0.36 -0.41 0.03 0.19
H -0.837 -2.106 -0.372 -0.44 -0.38 0.11 0.19
H 0.769 0.686 2.348 -0.43 -0.44 0.04 0.40
```
Positions in Å, forces in eV/Å.